A cluster of 2 separate species, C10H13N2P in total at a distorted geometry, computed with wB97M-V/def2-TZVPD.

Structure (XYZ):
```
26
Properties=species:S:1:pos:R:3:forces:R:3
C 3.501 -2.063 -0.136 -2.1283 1.9749 -1.1379
C 2.890 -2.048 -1.424 -0.0943 -0.1438 0.6729
C 3.055 -0.848 0.400 1.4115 -1.7612 -0.9061
C -2.136 1.400 1.987 0.7554 0.1418 -1.8437
C -2.337 0.723 0.817 -3.2371 -0.8817 2.8728
C -1.212 0.356 0.027 -0.0269 -0.7540 -2.2101
C -0.160 1.080 0.386 4.4122 0.2974 -0.0319
C -3.758 0.114 0.639 1.0091 0.2738 1.2429
C -1.279 -0.446 -1.270 -2.0892 1.7376 -0.8602
C 1.890 1.137 -0.436 -2.7098 -0.7280 0.0075
N 2.200 -0.944 -1.606 -0.9501 -0.0557 -1.9065
N 2.308 -0.223 -0.525 0.9246 0.6514 1.5602
P -0.376 1.699 2.037 0.5181 0.1565 0.7050
H 4.069 -2.816 0.302 0.9140 -0.8788 0.6474
H 2.843 -2.756 -2.228 0.3141 -0.3557 0.0378
H 3.536 -0.316 1.153 0.0537 0.7631 1.6517
H -2.950 1.707 2.626 0.2461 -0.0780 0.2337
H -4.037 -0.369 1.626 -0.0752 1.0807 -1.0131
H -3.571 -0.744 0.044 -0.6800 -0.6509 -1.2885
H -4.502 0.858 0.263 0.5227 -0.9662 0.1990
H -2.263 -0.178 -1.836 1.5228 -0.5241 1.0268
H -1.168 -1.524 -1.338 0.1723 0.0090 0.6676
H -0.512 0.058 -1.817 0.6293 -0.3769 -0.9348
H 2.638 1.720 0.200 -1.6829 -0.5282 -0.8976
H 1.698 1.417 -1.504 0.2121 0.4568 1.3697
H -0.367 3.006 1.613 0.0558 1.1400 0.1352
```
Forces are in eV/Å.

- HOMO energy: -0.3059 Eh
- E_tot: -22844.472 eV
- HOMO-LUMO gap: 8.868 eV
- Lowest unoccupied orbital energy: 0.5429 eV
- ΔE to the lowest compared entry with this formula, charge and spin: 341.5 kJ/mol


A structure of composition C10H13N3S at a distorted geometry, computed with wB97M-V/def2-TZVPD.

Structure (XYZ):
```
27
Properties=species:S:1:pos:R:3:forces:R:3
C 0.995 1.845 -0.347 0.6535 2.6943 1.1606
C 3.273 1.134 0.011 2.9961 3.1365 3.1961
C 4.140 -0.233 -0.285 -1.6328 1.2851 0.9063
C 1.823 -0.521 -0.137 9.7060 0.0097 -3.1835
C 0.634 -1.129 -0.432 -1.8759 -4.0762 -1.0634
C -1.626 -0.275 0.428 -0.4783 -0.5259 1.3579
C -2.228 0.890 0.771 0.3636 0.0293 -0.7610
C -3.395 1.336 0.217 -1.1206 -0.3438 -1.6797
C -3.981 0.424 -0.674 2.6612 -3.3828 1.1859
C -2.297 -1.155 -0.328 -2.6694 -2.6122 -2.9914
H -0.083 1.565 -0.591 1.8449 0.1485 -0.1406
H 1.002 2.225 0.790 -0.3370 -0.1234 -2.2427
H 1.523 2.622 -1.075 -2.1447 -0.6686 1.5990
H 3.430 2.385 -0.415 0.6607 -3.9154 1.3509
H 3.176 1.131 1.296 0.7691 0.6686 -2.9684
H 4.959 -0.447 0.428 -0.9170 0.3748 0.3303
H 4.740 -0.174 -1.199 -0.9771 -0.4006 -0.6352
H 0.258 -0.580 -1.277 -0.9703 0.1288 -0.1154
H 0.778 -2.252 -0.768 -0.3663 2.2376 0.9898
H -1.576 1.366 1.385 1.0565 2.5609 2.1184
H -3.822 2.353 0.318 0.3209 -0.9181 0.3375
H -4.949 0.515 -0.999 -2.0370 0.6890 -1.2539
H -1.957 -2.196 -0.510 0.1042 0.8332 0.2163
N 2.009 0.872 -0.415 -2.3961 -5.1326 -0.6361
N 3.000 -1.265 -0.192 -2.1884 3.6980 0.4062
N -3.474 -0.907 -0.938 -0.0323 3.7510 1.5713
S -0.140 -0.832 1.130 -0.9935 -0.1457 0.9449
```
Forces are in eV/Å.

- HOMO energy: -0.3021 Eh
- E_tot: -25880.842 eV
- HOMO-LUMO gap: 8.687 eV
- Lowest unoccupied orbital energy: 0.4653 eV
- ΔE to the lowest compared entry with this formula, charge and spin: 608.6 kJ/mol


The ion C10H13NO5P with charge +1, computed with wB97M-V/def2-TZVPD.

Structure (XYZ):
```
30
Properties=species:S:1:pos:R:3:forces:R:3
O 3.985 -2.777 0.677 0.0268 0.1233 0.1564
P 4.383 -1.458 0.168 -0.2905 -0.7764 0.2420
C 2.995 -0.253 0.262 0.2316 0.1901 -0.2994
C 2.121 -0.118 -0.790 -0.3330 0.2908 0.0687
C 1.059 0.786 -0.691 -0.1635 -0.3298 0.2508
C 0.114 0.958 -1.857 -0.0322 0.3159 -0.2877
O 0.238 1.937 -2.533 0.0203 -0.1110 0.0955
O -0.766 0.001 -2.119 0.1040 0.0504 0.0668
C -1.126 -0.950 -1.098 -0.3734 -0.4631 0.1490
C -1.962 -0.329 0.026 0.1955 0.0531 0.0522
C -3.422 -0.828 0.071 0.2912 0.2609 0.4227
C -4.393 0.285 0.370 -0.2736 -0.0087 0.0083
O -5.377 0.517 -0.263 0.0691 0.1682 -0.1653
O -4.032 1.011 1.472 0.7930 0.0083 -0.3018
C 0.899 1.548 0.465 0.1353 -0.1646 -0.3688
C 1.791 1.373 1.494 -0.3166 0.1092 0.0025
N 2.791 0.489 1.371 0.0407 0.0185 0.0692
H 4.683 -1.427 -1.200 0.1540 0.3626 -0.0157
H 5.399 -0.779 0.864 0.0737 0.1164 -0.1615
H 2.234 -0.705 -1.692 0.1386 -0.0643 0.0188
H -1.718 -1.697 -1.619 0.0525 0.0578 -0.1900
H -0.250 -1.485 -0.726 0.1661 0.2029 0.0056
H -1.938 0.757 -0.079 -0.0745 0.0254 -0.1167
H -1.480 -0.534 0.982 -0.0293 0.0073 0.0555
H -3.502 -1.544 0.890 -0.1570 -0.2353 -0.1837
H -3.717 -1.280 -0.870 -0.1242 -0.1073 0.0293
H -4.212 1.943 1.293 -0.6051 -0.0319 0.2383
H 0.093 2.262 0.549 0.0071 0.0349 0.0760
H 1.696 1.921 2.420 0.2098 -0.0773 0.0960
H 3.413 0.374 2.164 0.0638 -0.0262 -0.0130
```
Forces are in eV/Å.

- Total charge: +1
- HOMO energy: -0.4791 Eh
- SMILES: O=[PH2]c1cc(C(=O)OCCCC(=O)O)cc[nH+]1
- E_tot: -31590.145 eV
- HOMO-LUMO gap: 7.599 eV
- Lowest unoccupied orbital energy: -5.4370 eV